(1)
Here is an isolated ion of composition C10H21ClN3O and charge +1 in a non-equilibrium geometry from OMol25. Energies are from the ωB97M-V functional and the def2-TZVPD basis.

As for the structure (SMILES): CN(C)C(=O)[C@@H]1CCC[N@H+]1[C@H](Cl)N(C)C. Its LUMO energy is -2.41 eV. The total energy comes out at -29744.34570 eV. As for the net charge: +1. For the energy above the lowest of the compared OMol25 structures with the same formula, charge and spin, the calculation gives 0.00 kJ/mol. The value obtained for the HOMO-LUMO gap is 10.541 eV.

Geometry as XYZ:
```
36
Properties=species:S:1:pos:R:3:forces:R:3:mulliken_charge:R:1
Cl -2.221 2.634 1.259 0.49 -1.27 -0.26 -0.10
O 0.911 1.283 -1.815 0.10 -0.61 0.37 -0.70
N -0.712 0.776 0.024 -0.21 0.77 0.11 -0.01
N -0.499 0.919 2.518 -0.19 0.09 0.09 0.11
N 2.058 -0.666 -1.933 -0.33 -0.07 0.63 0.07
C 2.470 -1.975 -1.434 -0.25 -0.04 0.08 -0.91
C -0.953 -0.140 3.434 -0.18 -0.27 -0.06 -1.02
C -1.360 0.973 1.375 -1.05 0.20 1.01 -0.67
C 1.111 0.139 -1.393 1.09 0.93 -0.85 0.56
C -1.923 -0.764 -1.435 -0.54 -0.31 -0.30 -0.62
C -0.372 2.129 3.370 0.39 0.24 -0.46 -1.08
C 0.212 -0.400 -0.277 0.26 0.36 -0.26 -0.31
C -1.791 0.703 -1.086 0.40 0.48 -0.01 -0.75
C -0.659 -1.470 -0.923 -0.47 -1.08 0.20 -0.53
C 2.782 -0.223 -3.107 0.29 0.29 -0.55 -0.98
H -0.350 -0.104 4.356 -0.20 -0.27 -0.59 0.40
H -0.848 -1.109 2.930 -0.14 0.06 0.39 0.27
H 0.134 2.938 2.831 -0.25 -0.15 0.20 0.32
H 2.141 -2.770 -2.123 0.14 0.20 0.20 0.34
H -0.901 -2.262 -0.209 -0.06 0.14 -0.01 0.40
H -2.856 -1.174 -1.025 0.43 -0.05 0.09 0.29
H -2.014 -0.884 -2.521 0.04 0.14 0.26 0.33
H -2.160 0.211 1.439 0.30 0.42 0.00 0.57
H 3.864 -0.176 -2.898 -0.39 0.03 -0.02 0.31
H -2.716 1.162 -0.732 0.35 -0.07 -0.03 0.53
H 3.567 -2.008 -1.358 -0.37 0.04 0.01 0.36
H -2.006 0.053 3.715 0.28 -0.32 0.01 0.38
H 0.246 1.842 4.226 -0.05 0.17 -0.28 0.39
H 2.420 0.767 -3.402 0.18 -0.32 0.06 0.31
H -1.357 2.460 3.738 0.36 -0.03 -0.09 0.44
H -1.383 1.267 -1.926 -0.11 0.06 0.31 0.39
H -0.169 1.654 -0.059 0.08 -0.50 -0.84 0.51
H -0.151 -1.977 -1.760 -0.02 0.36 0.49 0.36
H 2.041 -2.169 -0.447 0.16 -0.04 -0.19 0.26
H 2.626 -0.934 -3.935 0.02 0.21 0.28 0.33
H 0.819 -0.705 0.584 -0.52 0.22 0.02 0.45
```
Forces are in eV/Å.

(2)
Here is C10H21FeN3P as an isolated structure in a non-equilibrium geometry from OMol25. Energies are from the ωB97M-V functional and the def2-TZVPD basis.

As for the multiplicity: 6. Its LUMO energy (spin up / spin down) is 0.17 / 0.04 eV. The total energy comes out at -58849.39123 eV. The value obtained for the HOMO-LUMO gap (spin up / spin down) is 3.080 / 6.551 eV.

Geometry as XYZ:
```
36
Properties=species:S:1:pos:R:3:forces:R:3:mulliken_charge:R:1
Fe -0.265 0.760 -1.656 0.67 -0.38 0.02 0.16
P 1.423 -1.781 -2.534 -1.14 2.24 0.27 -0.06
N 0.746 0.358 1.704 -0.42 0.22 0.15 0.20
N -1.568 0.255 2.214 -0.08 -0.27 0.17 0.20
N -0.874 0.926 0.126 -0.86 0.09 2.24 -0.51
C -0.546 0.510 1.356 -0.08 0.36 -1.16 0.70
C -1.442 0.141 3.646 -0.23 -0.04 0.79 -1.05
C -2.929 0.228 1.696 0.00 -0.03 -0.28 -1.24
C 1.800 0.580 0.736 0.39 0.08 -0.26 -1.20
C -0.829 -0.186 -3.494 -0.95 0.79 -1.77 -0.65
C 1.724 0.004 -2.271 2.33 -1.47 0.93 -0.86
C 1.238 1.031 -3.124 -0.05 1.56 -1.16 -0.62
C 1.200 -0.190 2.958 0.46 -0.40 0.59 -1.09
C -0.016 0.938 -3.789 -0.18 -0.26 0.09 -0.01
C -0.363 -1.223 -2.653 -0.69 -2.09 0.67 -0.87
H -2.985 -0.430 0.818 -0.11 0.11 0.23 0.41
H -1.871 -0.165 -3.842 0.39 -0.07 -0.03 0.37
H 1.023 0.491 3.799 0.16 -0.30 -0.20 0.29
H -0.388 1.755 -4.415 0.17 -0.31 0.25 0.38
H -0.861 0.968 4.074 -0.23 -0.30 -0.06 0.37
H 2.778 -2.141 -2.146 0.52 -0.01 -0.33 0.04
H -1.025 -0.829 3.947 -0.16 0.42 0.10 0.27
H 1.984 -0.317 0.126 -0.20 0.37 0.19 0.36
H 2.642 0.245 -1.713 -0.07 0.02 -0.56 0.81
H -1.877 1.104 0.154 0.48 0.12 -0.40 0.15
H 2.282 -0.320 2.876 -0.24 -0.09 0.06 0.38
H 1.836 1.937 -3.235 -0.18 -0.23 -0.11 0.37
H 1.492 -2.179 -3.878 0.46 -0.42 -0.07 0.04
H -2.449 0.199 4.067 0.25 0.08 0.01 0.35
H 2.720 0.807 1.285 -0.20 0.15 -0.15 0.41
H -1.085 -1.987 -2.343 -0.09 0.16 -0.21 0.40
H -3.595 -0.150 2.473 0.12 0.06 -0.23 0.34
H 1.018 -2.826 -1.625 -0.38 0.03 0.06 -0.01
H 1.553 1.424 0.084 0.15 -0.24 0.11 0.40
H -3.257 1.237 1.407 -0.18 -0.16 0.11 0.39
H 0.767 -1.173 3.171 0.18 0.21 -0.06 0.36
```
Forces are in eV/Å.

(3)
Here is a 2-piece molecular cluster, C10H21IS2 overall in a non-equilibrium geometry from OMol25. Energies are from the ωB97M-V functional and the def2-TZVPD basis.

Its LUMO energy is -0.63 eV. The total energy comes out at -40478.01469 eV. For the energy above the lowest of the compared OMol25 structures with the same formula, charge and spin, the calculation gives 138.77 kJ/mol. The value obtained for the HOMO-LUMO gap is 7.954 eV.

Geometry as XYZ:
```
34
Properties=species:S:1:pos:R:3:forces:R:3:mulliken_charge:R:1
I -4.413 -2.572 2.270 -0.06 -0.32 -0.68 0.14
S -3.371 -4.135 -0.504 0.24 0.47 0.43 -0.05
S -1.513 -4.512 2.311 -1.52 0.16 -2.90 -0.22
C 0.382 2.472 -1.324 0.67 1.70 1.09 -1.09
C 0.348 1.017 -1.665 0.51 0.22 -0.16 -0.76
C -0.203 -1.419 -1.159 -2.89 1.55 2.28 -1.07
C 2.903 2.879 1.739 0.07 -2.07 -0.81 -1.05
C -0.496 0.083 -0.848 2.50 -0.62 2.26 -0.01
C 0.981 2.898 0.067 2.51 -0.77 -0.70 -0.63
C -0.561 -2.202 0.124 2.37 0.74 0.93 -0.72
C 2.570 2.587 0.283 -1.19 1.03 -0.61 -0.54
C -1.976 -1.900 0.628 -1.17 -1.07 -2.17 -0.76
C -2.909 -3.107 0.853 1.95 -0.49 2.42 -0.52
H 0.039 1.076 -2.701 -0.04 -0.91 -0.48 0.31
H 3.174 3.343 -0.239 -0.56 0.27 -0.33 0.31
H 4.005 2.749 1.640 -0.53 1.09 1.40 0.34
H 3.093 1.711 -0.092 -0.89 -0.90 0.07 0.47
H 1.334 0.627 -1.570 1.13 -0.24 -0.54 0.30
H -2.088 -1.187 1.394 0.53 0.30 1.58 0.69
H -0.125 0.091 0.288 -0.92 0.81 -2.15 0.02
H -0.629 2.821 -1.319 -0.94 0.40 -0.03 0.37
H -0.767 -1.754 -1.966 -1.43 -0.66 -1.59 0.37
H 0.496 2.383 0.953 0.08 1.01 -1.11 0.27
H 0.766 -1.542 -1.466 2.68 -0.24 -0.27 0.58
H 2.502 2.085 2.431 0.33 0.87 -0.55 0.24
H -1.587 -5.397 1.208 0.26 0.86 1.52 0.13
H -1.484 0.456 -0.899 -1.44 -0.31 0.16 0.40
H 0.224 -1.751 0.919 -1.73 -1.58 -1.43 0.25
H 0.857 3.062 -2.171 -0.17 -0.72 1.08 0.38
H -2.517 -1.330 -0.147 0.10 -0.34 -0.32 0.47
H -2.116 -4.095 -1.003 -0.24 -0.07 -0.14 0.15
H 1.056 4.028 0.107 -0.97 -1.24 0.38 0.42
H 2.379 3.826 1.881 1.00 0.25 0.91 0.30
H -0.354 -3.290 -0.023 -0.25 0.81 0.49 0.50
```
Forces are in eV/Å.

(4)
Here is a single C10H21N3O4 molecule in a non-equilibrium geometry from OMol25. Energies are from the ωB97M-V functional and the def2-TZVPD basis.

As for the structure (SMILES): C[C@@H](O)[C@H](N)C(=O)N[C@@H](CCCCN)C(=O)O. Its LUMO energy is 0.27 eV. The total energy comes out at -23369.22657 eV. For the energy above the lowest of the compared OMol25 structures with the same formula, charge and spin, the calculation gives 282.79 kJ/mol. The value obtained for the HOMO-LUMO gap is 9.338 eV.

Geometry as XYZ:
```
38
Properties=species:S:1:pos:R:3:forces:R:3:mulliken_charge:R:1
O 0.311 -2.122 3.057 -0.69 1.61 -1.80 -0.61
O -2.211 2.389 1.178 0.05 1.62 0.05 -0.67
O -1.531 -2.042 1.854 0.84 -1.21 1.00 -0.51
O -4.475 0.393 -1.258 -0.45 0.60 -0.91 -0.62
N 5.192 -0.253 -1.569 3.06 -0.30 3.27 -0.55
N -0.706 0.824 1.635 0.15 0.10 -0.76 -0.01
N -2.924 -0.508 0.303 0.98 -0.69 1.66 -0.52
C -0.328 -1.585 2.148 1.18 -1.20 2.18 0.18
C 2.340 -1.463 0.690 1.81 3.26 1.25 -0.94
C -3.501 1.420 -0.926 -2.30 0.14 -1.06 0.15
C 0.111 -0.364 1.317 0.68 1.48 -1.15 0.35
C -3.142 2.220 -2.154 -1.76 1.52 -0.46 -1.38
C 4.307 -0.427 -0.456 -1.38 0.59 0.72 -0.39
C 3.065 -1.346 -0.676 -0.21 1.04 1.26 -0.43
C -1.648 1.398 0.778 0.21 -0.05 2.69 0.22
C -2.343 0.681 -0.321 -0.14 -2.34 -0.45 0.17
C 1.657 -0.051 1.349 -1.30 -5.63 0.59 -1.22
H -0.432 1.449 2.416 -0.36 -0.76 -0.86 0.30
H 5.940 0.398 -1.251 -0.74 -0.80 -0.88 0.22
H 4.852 -0.927 0.391 -0.19 0.42 -0.86 0.19
H -3.605 -0.304 1.068 0.73 -0.13 -1.16 0.23
H -4.099 2.718 -2.665 2.16 -1.16 1.15 0.29
H 4.905 -0.040 -2.451 -1.53 0.80 -2.47 0.16
H -4.155 1.979 -0.234 1.24 0.19 0.09 0.31
H -3.336 -1.073 -0.410 -0.65 -0.07 0.07 0.24
H 3.224 -1.617 1.327 -0.64 -0.49 0.37 0.36
H -1.832 -1.666 1.028 -1.07 1.10 -0.79 0.56
H 2.350 -1.138 -1.491 0.70 0.17 0.04 0.29
H -2.458 3.008 -1.840 -0.04 0.26 -0.13 0.38
H 4.011 0.583 -0.033 -0.12 -0.95 -0.31 0.25
H -4.230 -0.022 -2.084 0.01 -0.04 -0.48 0.35
H -0.178 -0.555 0.240 0.58 -0.21 1.05 0.18
H 2.037 0.170 2.361 -0.28 -0.40 -0.43 0.37
H -1.729 0.238 -1.140 0.07 0.70 0.42 0.21
H 3.484 -2.327 -0.735 0.12 -0.83 -0.95 0.28
H -2.602 1.615 -2.874 -0.06 -0.24 -0.28 0.38
H 1.740 -2.330 0.725 -1.01 -0.68 0.26 0.56
H 1.937 0.676 0.703 0.34 2.53 -1.90 0.62
```
Forces are in eV/Å.

(5)
Here is C10H21N3OsP as an isolated structure in a non-equilibrium geometry from OMol25. Energies are from the ωB97M-V functional and the def2-TZVPD basis.

As for the multiplicity: 5. Its LUMO energy (spin up / spin down) is -2.22 / -4.87 eV. The total energy comes out at -26923.38530 eV. As for the net charge: +1. The value obtained for the HOMO-LUMO gap (spin up / spin down) is 5.316 / 7.219 eV.

Geometry as XYZ:
```
36
Properties=species:S:1:pos:R:3:forces:R:3:mulliken_charge:R:1
Os 0.048 0.182 0.121 -2.92 -9.71 -3.65 0.58
P 1.320 -1.577 -0.799 1.95 -1.44 -0.45 -0.19
N -2.937 -1.041 -1.717 -0.17 -0.83 0.25 0.06
N -2.965 -3.167 -0.564 -0.78 -0.65 -0.36 0.03
N -1.350 -1.571 -0.140 -1.33 -0.84 -0.93 -0.48
C -2.183 0.184 -1.859 -0.79 0.29 -0.74 -0.88
C 1.088 1.031 1.668 2.29 0.66 1.87 -0.52
C -0.298 1.308 1.810 -1.41 1.84 2.28 -0.48
C 0.383 2.161 -0.212 0.64 3.41 -0.43 -0.32
C -2.396 -4.009 0.508 -0.23 0.05 -0.15 -1.00
C -4.103 -1.146 -2.602 -0.23 0.33 -0.30 -0.98
C -4.122 -3.792 -1.238 -0.07 -0.17 -0.03 -1.10
C -2.442 -1.951 -0.845 0.73 0.42 1.02 0.73
C -0.746 1.982 0.640 -0.43 3.92 1.51 -0.83
C 1.520 1.553 0.406 2.39 2.61 0.27 -0.47
H -2.693 0.750 -2.640 0.27 0.15 -0.01 0.40
H -3.039 -4.892 0.590 0.38 0.31 0.12 0.30
H -4.777 -0.290 -2.415 0.17 -0.44 0.10 0.34
H 2.672 -1.686 -0.335 -0.38 0.10 -0.57 0.13
H -3.951 -3.908 -2.325 -0.12 -0.01 0.59 0.41
H 0.969 -2.913 -0.539 0.11 -0.23 -0.14 0.06
H -0.874 1.164 2.718 0.00 -0.17 -0.28 0.45
H 1.746 0.656 2.450 -0.25 -0.06 -0.31 0.44
H -1.730 2.393 0.501 -0.08 0.02 -0.11 0.59
H -1.388 -4.360 0.266 -0.01 0.03 0.01 0.34
H 2.547 1.562 0.046 -0.36 0.15 0.06 0.52
H -2.191 0.793 -0.955 -0.20 -0.13 0.02 0.12
H -4.226 -4.796 -0.792 -0.14 0.57 -0.50 0.28
H -5.060 -3.233 -1.052 0.48 -0.40 -0.04 0.38
H -3.762 -1.030 -3.646 -0.15 -0.30 0.36 0.36
H 1.468 -1.686 -2.219 0.19 -0.04 0.49 0.11
H -4.660 -2.082 -2.481 0.39 0.83 -0.21 0.29
H -1.149 0.004 -2.149 0.00 -0.04 -0.23 0.32
H -2.393 -3.505 1.477 0.03 0.09 -0.11 0.39
H 0.405 2.737 -1.135 -0.12 -0.35 0.14 0.41
H -0.974 -2.402 0.281 0.13 0.04 0.49 0.19
```
Forces are in eV/Å.

(6)
Here is an isolated ion of composition C10H21N4O and charge +1 in a non-equilibrium geometry from OMol25. Energies are from the ωB97M-V functional and the def2-TZVPD basis.

As for the structure (SMILES): CCC(CC)CO/C=C\N=C/NC(N)=[NH2+]. Its LUMO energy is -2.93 eV. The total energy comes out at -18711.96906 eV. As for the net charge: +1. For the energy above the lowest of the compared OMol25 structures with the same formula, charge and spin, the calculation gives 0.00 kJ/mol. The value obtained for the HOMO-LUMO gap is 8.708 eV.

Geometry as XYZ:
```
36
Properties=species:S:1:pos:R:3:forces:R:3:mulliken_charge:R:1
O -0.345 0.581 0.436 -0.50 0.30 -0.22 -0.06
N -3.649 -2.073 1.008 0.01 -0.05 0.07 -0.40
N -2.392 1.711 -1.239 -0.37 -0.34 -0.55 -0.29
N -3.949 0.208 1.206 -0.07 -0.09 -0.07 -0.33
N -2.839 -0.651 -0.618 0.28 0.01 -0.17 -0.09
C 3.971 0.890 1.245 -0.03 -0.23 -0.11 -1.32
C -0.584 1.899 0.363 -0.70 -0.38 -0.18 0.12
C -2.818 0.561 -1.441 -0.27 -0.37 -0.26 -0.35
C 0.959 0.192 0.850 0.82 -0.03 -0.03 -1.41
C -3.484 -0.839 0.529 0.27 0.46 0.14 0.83
C 1.563 -1.960 -1.369 -0.05 0.29 -0.12 -1.25
C 3.383 -0.067 0.212 -0.18 0.32 0.08 -0.82
C 1.989 0.339 -0.277 -0.24 -0.23 -0.01 0.97
C -1.635 2.383 -0.334 0.77 0.49 0.96 -0.64
C 1.558 -0.443 -1.527 -0.03 0.03 0.13 -0.67
H -1.788 3.452 -0.367 0.17 0.07 0.11 0.37
H 1.210 -2.424 -2.287 -0.02 -0.12 -0.04 0.39
H -2.534 -1.477 -1.118 -0.10 0.05 0.11 0.23
H 1.260 0.790 1.714 -0.09 -0.06 0.03 0.47
H 2.017 1.399 -0.559 0.03 0.01 0.07 0.37
H -4.453 0.097 2.070 0.01 -0.02 -0.06 0.21
H 0.865 -0.851 1.158 0.04 0.09 0.03 0.26
H -4.086 -2.232 1.900 0.03 0.02 -0.02 0.20
H 2.231 -0.174 -2.343 -0.03 0.07 -0.05 0.44
H 4.044 -0.099 -0.655 0.03 -0.12 -0.05 0.40
H 0.102 2.568 0.868 0.04 0.03 0.10 0.43
H 5.012 0.640 1.432 0.08 0.03 0.09 0.39
H -3.257 -2.871 0.538 -0.03 0.03 -0.01 0.20
H 0.555 -0.114 -1.812 0.06 0.05 -0.10 0.19
H 2.566 -2.325 -1.178 0.13 -0.16 0.06 0.32
H 3.930 1.916 0.888 0.02 0.17 -0.02 0.33
H 3.440 0.830 2.192 0.00 0.06 0.13 0.32
H 3.342 -1.070 0.640 0.06 -0.13 -0.07 0.35
H -3.261 0.353 -2.409 -0.13 -0.13 -0.06 0.38
H -3.840 1.140 0.840 0.09 0.02 -0.01 0.18
H 0.916 -2.279 -0.555 -0.06 -0.13 0.11 0.28
```
Forces are in eV/Å.